Molecular formula: C10H23BClO4P
Method: DFT, ωB97M-V with the def2-TZVPD basis set

Geometry as XYZ:
```
40
Properties=species:S:1:pos:R:3:forces:R:3:nbo_charge:R:1
B 1.693 1.325 -0.068 2.3 0.0 -0.6 0.78
H 0.956 -3.572 -2.514 -2.2 0.7 1.5 0.31
H 0.742 -1.302 -3.019 0.0 -0.1 0.6 0.22
C -1.012 0.657 -2.419 -1.3 0.0 -0.3 -0.41
C -1.204 -0.869 -2.223 1.0 0.0 -0.6 -0.42
C 0.196 -1.526 -2.082 -0.8 -0.6 0.1 -0.39
H -2.358 1.461 -0.850 0.5 -0.3 0.2 0.28
H 1.975 1.886 -1.907 0.0 -0.7 -0.4 0.52
H 2.284 2.645 1.619 0.3 -0.3 -0.4 0.22
H 1.844 0.594 2.836 0.4 -0.1 -0.3 0.19
H 3.679 2.032 0.725 -0.4 -0.4 0.0 0.26
H -0.886 -3.478 -1.943 0.3 0.4 0.1 0.17
H -1.682 -1.304 -3.121 0.2 0.2 0.4 0.23
C -1.577 -0.654 2.088 0.2 -0.6 -0.2 -0.07
H -1.755 0.986 -3.176 0.3 0.1 0.5 0.23
O -2.725 0.131 1.717 0.9 -0.3 0.9 -0.53
P -0.212 1.035 0.269 -1.2 0.2 0.4 1.49
H 2.957 -0.328 1.719 -0.2 0.2 0.6 0.23
H 3.618 0.818 2.915 -0.4 0.0 -0.3 0.24
H -1.897 -1.702 2.225 0.2 0.4 0.0 0.22
O 2.253 1.164 -1.319 -0.9 1.1 0.8 -0.88
H 0.218 2.341 1.966 -0.3 0.0 -0.1 0.51
C 2.688 1.738 1.103 -1.1 0.0 1.3 -0.79
H -2.922 0.774 3.784 0.4 -0.8 -0.5 0.12
O -3.738 1.928 2.437 -1.8 2.4 -0.7 -0.52
C -0.495 -0.645 0.967 -0.2 -0.2 0.9 -0.79
H -0.036 0.934 -2.858 -0.3 -0.5 0.4 0.21
H 0.758 -1.053 -1.243 0.0 0.0 -0.6 0.15
H -1.071 2.549 -1.373 0.0 -0.4 0.4 0.25
H -1.887 -1.109 -1.384 0.3 0.3 -0.3 0.19
C -1.293 1.485 -1.137 0.3 0.5 -0.3 -0.73
H 0.451 -0.955 1.457 -0.3 0.1 -0.4 0.27
C -3.145 0.969 2.713 0.9 -1.1 0.3 0.64
H -0.734 -1.423 0.225 0.2 0.6 0.0 0.31
H 0.460 -3.213 -0.770 -0.1 -0.4 -0.6 0.19
C 2.771 0.632 2.233 0.4 0.1 -0.8 -0.60
H -1.152 -0.298 3.042 -0.2 0.0 -0.4 0.19
C 0.142 -3.061 -1.818 -0.9 0.3 -0.5 -0.69
O -0.586 2.095 1.479 0.6 -0.7 -0.7 -0.94
Cl 2.682 -3.685 -2.293 3.0 -0.3 -0.2 -0.85
```
Forces are in eV/Å.

For the HOMO-LUMO gap, the calculation gives 4.13 eV. The spin multiplicity is 1. As for the net charge: 0. The molar mass is 284.5 g mol⁻¹. The LUMO energy is -1.61 eV. The calculation puts the highest occupied orbital energy at -5.74 eV.